# 1
C27H19Br2CoN2O5 | ωB97M-V with the def2-TZVPD basis set

Geometry as XYZ:
```
56
Properties=species:S:1:pos:R:3:forces:R:3
Co -0.689489 -0.788900 -0.952073 0.42 0.52 -1.43
O -0.170821 -0.502644 -2.940499 0.41 0.09 0.28
C 1.007579 -1.277993 -3.235498 0.18 0.14 0.11
C 1.659976 -1.844203 -1.992588 -0.21 0.01 -0.44
C 2.965057 -2.287636 -1.961588 0.21 -0.05 -0.14
C 3.438131 -2.867224 -0.799006 0.05 -0.06 0.14
C 2.589424 -3.005622 0.293907 0.12 -0.06 -0.08
C 1.296344 -2.537813 0.189654 0.06 -0.01 -0.19
N 0.864867 -1.965928 -0.943231 -0.54 0.07 0.88
H 0.128762 0.413655 -2.790272 -0.03 -0.17 -0.01
H 1.728107 -0.685828 -3.794992 -0.02 0.14 -0.04
H 0.687863 -2.093587 -3.876613 -0.08 -0.09 -0.08
H 3.598889 -2.164512 -2.831955 -0.02 -0.01 0.08
H 4.465466 -3.206985 -0.740426 -0.06 0.02 0.00
H 2.925530 -3.457489 1.219416 -0.02 0.04 -0.11
H 0.581407 -2.595736 1.000604 0.00 0.09 -0.12
Br 1.426896 3.816936 4.980364 0.00 0.02 -0.02
C 0.458340 2.514531 4.001568 0.00 -0.03 -0.05
C 1.137979 1.440640 3.449719 -0.04 -0.07 -0.07
C 0.424946 0.500173 2.715005 0.20 0.13 0.04
C -0.948466 0.623197 2.552811 0.11 -0.03 -0.04
C -1.612630 1.699730 3.128142 -0.02 0.07 0.13
C -0.911584 2.658572 3.849194 -0.15 -0.02 -0.07
C -1.729688 -0.365974 1.731990 -0.04 -0.17 -0.71
O -2.919909 -0.504615 1.905972 0.09 -0.01 -0.12
O -1.001366 -1.036549 0.845719 -0.16 -0.07 0.84
H 2.208026 1.346430 3.582850 -0.04 0.00 -0.02
H 0.946765 -0.332086 2.257968 -0.04 0.04 -0.01
H -2.687104 1.772354 3.002300 0.08 0.01 0.00
H -1.424724 3.508426 4.285933 0.06 -0.09 -0.04
O -1.559843 1.258693 -0.816013 0.03 -0.23 0.01
C -0.409769 1.678484 -0.579804 -0.02 -0.11 -0.10
N 0.631514 0.845845 -0.797947 0.35 0.48 0.42
C 1.811641 1.462041 -0.372915 -0.35 0.21 0.11
O 2.915713 0.973580 -0.386725 -0.02 -0.04 0.00
C 1.434775 2.861773 0.084376 0.16 -0.25 -0.11
C 2.212658 3.899858 0.542951 0.11 0.10 0.08
C 1.566058 5.095519 0.861171 0.00 -0.04 0.04
C 0.186976 5.226897 0.717949 0.04 -0.01 0.02
C -0.590047 4.165488 0.257656 -0.21 0.07 0.03
C 0.062935 2.993526 -0.051611 -0.20 -0.21 -0.13
H 3.285674 3.786927 0.657544 -0.10 0.01 -0.02
H 2.144855 5.933377 1.233466 -0.05 -0.05 -0.03
H -0.289095 6.166730 0.969957 0.03 -0.03 0.00
H -1.666357 4.256325 0.145581 0.14 -0.01 0.03
Br -4.748322 -5.708544 -2.249539 -0.08 -0.10 -0.03
C -3.590993 -4.230263 -2.019929 0.13 0.02 0.00
C -2.267917 -4.336919 -2.418061 0.02 0.06 -0.11
C -1.413420 -3.257563 -2.215790 -0.28 -0.31 -0.31
C -1.890250 -2.095868 -1.636882 0.42 0.06 1.23
C -3.209603 -1.998002 -1.255852 -0.52 0.14 -0.05
C -4.075980 -3.067590 -1.449050 -0.07 0.10 -0.11
H -1.901007 -5.250300 -2.869829 -0.05 0.03 0.02
H -0.384096 -3.352184 -2.537570 -0.09 -0.15 0.15
H -3.588456 -1.087488 -0.800025 0.09 -0.14 0.12
H -5.112218 -2.993662 -1.147483 0.02 -0.03 0.01
```
Forces are in eV/Å.

Results
Frontier orbital gap (spin up / spin down), eV: 8.3 / 8.3
ΔE to the lowest compared entry with this formula, charge and spin, kJ/mol: 147.1
E, eV: -219237.6296

Results of the Löwdin charge analysis, in e, for atoms 1 through 5: Co 0.630; O -0.071; C -0.109; C -0.244; C 0.003

# 2
C28H35CoN4O2S2 | ωB97M-V with the def2-TZVPD basis set

Geometry as XYZ:
```
72
Properties=species:S:1:pos:R:3:forces:R:3
Co 0.202436 -1.580983 0.608792 -0.04 0.17 -0.18
C 3.322846 1.110559 6.272994 -0.01 0.00 0.00
C 1.855157 0.684953 6.251963 0.00 0.00 0.01
C 1.643958 -0.414797 7.303858 0.01 0.01 -0.01
C 0.981891 1.902049 6.591586 0.01 0.00 0.00
C 1.433969 0.144088 4.893707 -0.01 -0.01 -0.02
C 0.126978 -0.292951 4.681226 0.01 0.00 0.00
C -0.248677 -0.794832 3.453418 -0.01 0.00 0.01
N 0.602567 -0.882802 2.427025 -0.01 -0.11 -0.06
C 1.866691 -0.463473 2.603492 -0.01 0.01 0.00
C 2.305077 0.048345 3.812446 0.02 0.01 0.01
C 2.728960 -0.607859 1.405403 -0.03 -0.02 0.02
C 4.056896 -0.234588 1.346848 0.02 0.01 0.01
C 4.800622 -0.433016 0.182826 -0.01 -0.02 0.00
C 4.138278 -1.027809 -0.886758 0.01 0.01 0.01
C 2.803508 -1.369101 -0.766985 0.03 0.00 0.02
N 2.104410 -1.152465 0.345584 0.05 -0.03 0.03
C 6.263690 -0.015666 0.132819 0.01 0.01 -0.01
C 7.032501 -0.758880 1.235546 0.00 0.00 0.00
C 6.352158 1.499070 0.372939 0.00 -0.02 0.00
C 6.905108 -0.339182 -1.216122 -0.01 0.00 0.01
H 3.571531 1.488300 7.264475 0.00 0.00 0.00
H 3.524530 1.911384 5.558192 0.00 0.00 0.00
H 3.991889 0.272806 6.065709 0.00 0.00 0.00
H 1.941355 -0.043098 8.284992 0.00 0.00 0.00
H 2.246550 -1.295499 7.075804 0.00 0.00 0.01
H 0.600163 -0.722585 7.366808 0.00 0.00 0.00
H 1.268530 2.296399 7.567055 0.00 0.00 0.00
H -0.076375 1.644471 6.635809 0.00 0.00 0.00
H 1.110752 2.695312 5.852969 -0.01 0.00 0.00
H -0.609702 -0.253342 5.470946 0.00 0.00 0.00
H -1.254824 -1.145745 3.266273 0.00 0.00 0.01
H 3.330976 0.366141 3.914755 -0.01 0.00 -0.01
H 4.526209 0.204847 2.215067 -0.01 0.00 0.00
H 4.645420 -1.238839 -1.816089 0.00 0.00 0.00
H 2.262261 -1.825876 -1.586241 0.00 0.00 0.00
H 6.653598 -0.521423 2.230311 0.00 0.00 0.00
H 8.083737 -0.470812 1.204424 0.00 0.00 0.00
H 6.971887 -1.839150 1.095797 0.00 0.00 0.00
H 5.944435 1.782763 1.344059 0.00 0.01 0.00
H 5.813361 2.050264 -0.400734 0.00 0.00 0.00
H 7.395654 1.814334 0.345896 0.00 0.00 0.00
H 6.889723 -1.410062 -1.425458 0.00 0.00 -0.01
H 7.947696 -0.022205 -1.203452 0.00 0.00 0.00
H 6.412919 0.186208 -2.037041 0.00 0.00 0.00
O -4.548784 -3.357719 -5.036883 -0.02 0.02 -0.03
C -3.604867 -4.112549 -4.436939 -0.02 -0.04 0.03
O -3.123818 -5.042321 -5.017942 0.01 0.02 -0.02
C -3.194789 -3.725899 -3.047089 0.08 -0.03 0.01
C -2.032914 -4.310431 -2.549263 -0.01 0.00 0.02
C -1.576728 -3.994679 -1.283328 -0.05 -0.01 -0.02
C -2.270260 -3.078794 -0.490837 0.03 0.00 0.04
S -1.653479 -2.606874 1.101888 -0.03 -0.01 0.12
C -3.445725 -2.514036 -0.976558 -0.01 0.01 0.01
C -3.903835 -2.840658 -2.243516 -0.05 0.05 0.00
H -4.794361 -2.605778 -4.486858 0.01 -0.01 0.01
H -1.504835 -5.018940 -3.172870 0.00 0.00 -0.01
H -0.678683 -4.458159 -0.895716 0.00 -0.01 0.01
H -3.990227 -1.808860 -0.360830 0.00 -0.05 -0.02
H -4.837586 -2.398689 -2.574113 0.01 0.00 0.00
S -0.540430 -0.725086 -1.416405 0.08 -0.03 0.04
C 0.535624 0.546236 -1.771217 -0.01 0.07 -0.04
N 1.022699 1.440989 -0.908510 0.05 0.00 0.02
C 1.796358 2.496110 -1.562960 0.00 0.01 0.00
C 1.861918 1.998211 -3.024620 0.00 0.00 0.00
N 0.987407 0.827406 -2.991458 -0.02 0.02 -0.02
H 0.666102 1.498906 0.029771 -0.02 0.00 -0.01
H 2.784835 2.587437 -1.115527 0.00 0.00 -0.01
H 1.284856 3.454784 -1.482213 0.00 0.00 0.00
H 2.872895 1.710660 -3.312613 0.00 0.00 0.01
H 1.496503 2.740791 -3.730915 0.00 0.00 0.00
H 0.758728 0.256486 -3.787110 0.00 -0.01 0.01
```
Forces are in eV/Å.

Results
Frontier orbital gap (spin up / spin down), eV: 6.9 / 7.1
ΔE to the lowest compared entry with this formula, charge and spin, kJ/mol: 16.5
Charge: +1
<S²>: 0.8561
Multiplicity: 2
E, eV: -98954.8615

Results of the Löwdin charge analysis, in e, for atoms 1 through 5: Co 0.135; C -0.060; C -0.558; C -0.031; C -0.033

E of number 1 (C27H19Br2CoN2O5)? -219237.6296 eV

Look up the ΔE to the lowest compared entry with this formula, charge and spin of the first one. 147.1 kJ/mol

Among the records above, which one has the highest ΔE to the lowest compared entry with this formula, charge and spin? C27H19Br2CoN2O5